106
Properties=species:S:1:pos:R:3:mulliken_charge:R:1 method="wB97M-V/def2-TZVPD" charge=-1 homo_energy_ev=-5.94 lumo_ev=2.19 orbital_gap_ha=0.2986
In -1.60 -0.67 0.05 2.36
C 4.93 -4.35 -4.89 -1.49
C 3.91 -3.87 -3.89 1.23
C 2.56 -4.18 -4.03 -1.00
C 1.62 -3.76 -3.10 -0.57
C 2.02 -2.99 -2.01 -0.73
C 3.37 -2.69 -1.85 0.16
C 4.30 -3.12 -2.78 -1.02
S 0.86 -2.55 -0.71 1.21
O 0.16 -3.78 -0.47 -0.68
O 1.67 -1.99 0.35 -0.61
N -0.04 -1.36 -1.33 0.29
C -0.75 -1.74 -2.58 -0.35
C -1.99 -0.89 -2.86 -0.07
O -2.33 -0.74 -4.03 -0.84
O -2.62 -0.42 -1.84 -0.25
H 4.45 -4.71 -5.80 0.35
H 5.52 -5.18 -4.48 0.29
H 5.63 -3.56 -5.16 0.36
H 2.24 -4.77 -4.88 0.30
H 0.58 -4.04 -3.22 0.44
H 3.67 -2.13 -0.97 0.32
H 5.35 -2.88 -2.64 0.38
H -1.13 -2.77 -2.54 0.35
H -0.09 -1.63 -3.44 0.42
O -2.63 -0.67 3.04 -0.81
S -1.99 -1.96 2.92 1.96
O -1.18 -2.32 4.06 -0.80
O -1.24 -2.11 1.63 -0.60
C -3.26 -3.23 2.81 -0.28
C -3.40 -4.03 3.93 -0.67
C -4.31 -5.08 3.94 -0.55
C -5.07 -5.34 2.81 -0.64
C -4.94 -4.54 1.69 -0.68
C -4.04 -3.48 1.67 -0.37
S -4.00 -2.54 0.14 1.76
O -3.76 -1.13 0.59 -0.55
O -5.30 -2.73 -0.46 -0.80
O -2.86 -3.02 -0.61 -0.65
H -2.78 -3.82 4.79 0.52
H -4.40 -5.70 4.82 0.38
H -5.77 -6.17 2.80 0.37
H -5.55 -4.71 0.81 0.51
C 3.74 -0.28 2.30 -0.45
N 2.44 -0.13 2.94 0.48
C 1.93 -1.41 3.47 -0.89
P 1.26 0.87 2.37 -2.73
O 0.21 0.31 1.51 2.02
O 2.18 2.02 1.66 0.77
P 2.09 2.89 0.31 0.13
O 0.73 3.14 -0.17 -0.85
N 3.02 2.11 -0.82 0.33
C 2.47 0.82 -1.26 -0.62
C 4.47 2.12 -0.74 -0.96
N 2.92 4.25 0.75 0.45
C 2.37 5.55 0.40 -1.08
C 3.89 4.27 1.83 -0.96
N 0.64 1.59 3.71 0.37
C 1.53 2.40 4.52 -1.07
C -0.75 2.04 3.70 -0.31
H 4.45 -0.61 3.05 0.51
H 4.08 0.66 1.89 -0.10
H 3.71 -1.03 1.50 -0.02
H 2.63 -1.77 4.22 0.35
H 1.83 -2.14 2.67 0.11
H 0.96 -1.28 3.93 0.35
H 1.39 0.86 -1.33 -0.30
H 2.72 0.01 -0.57 0.08
H 2.88 0.57 -2.24 0.58
H 4.83 3.12 -0.50 0.35
H 4.87 1.84 -1.71 0.37
H 4.87 1.42 0.00 0.22
H 1.51 5.42 -0.25 0.29
H 3.11 6.16 -0.11 0.30
H 2.04 6.08 1.30 0.32
H 4.21 3.27 2.09 0.16
H 3.46 4.74 2.73 0.31
H 4.77 4.85 1.54 0.36
H 2.54 1.99 4.50 0.33
H 1.18 2.40 5.56 0.34
H 1.56 3.44 4.17 0.26
H -1.39 1.29 3.24 -0.26
H -0.87 2.99 3.17 0.21
H -1.07 2.17 4.74 0.37
C -5.28 1.19 1.07 -0.70
N -4.81 1.54 -0.27 0.45
C -5.61 1.65 -1.39 -0.79
C -4.83 2.10 -2.39 -0.46
N -3.56 2.26 -1.86 0.66
C -3.54 1.85 -0.56 -0.54
S -2.24 1.80 0.55 -0.24
C -2.46 2.76 -2.65 0.18
C -2.74 3.79 -3.54 -1.10
C -1.71 4.26 -4.32 -0.46
C -0.45 3.70 -4.18 -1.05
C -0.29 2.69 -3.24 -0.03
N -1.28 2.23 -2.49 0.53
H -6.35 0.99 1.01 0.33
H -5.09 2.02 1.75 0.29
H -4.75 0.31 1.43 0.13
H -6.65 1.38 -1.38 0.45
H -5.03 2.26 -3.43 0.54
H -3.74 4.21 -3.60 0.58
H -1.88 5.06 -5.03 0.40
H 0.39 4.04 -4.77 0.44
H 0.68 2.23 -3.09 0.27



50
Properties=species:S:1:pos:R:3:lowdin_spin:R:1 method="wB97M-V/def2-TZVPD" s_squared=6.02 spin_multiplicity=5 charge=+1 homo_energy_ev="-9.15 / -11.25" lumo_ev="-3.66 / -4.80" orbital_gap_ha="0.2020 / 0.2370"
C 2.35 2.28 -3.48 0.58
C 1.48 1.76 -4.57 0.09
C 2.15 3.67 -3.01 0.09
C 3.64 1.60 -3.22 0.09
H 2.63 4.40 -3.68 0.03
H 2.59 3.83 -2.02 0.01
H 1.10 3.94 -2.96 0.01
H 1.83 2.10 -5.57 0.03
H 0.45 2.11 -4.48 0.01
H 1.47 0.67 -4.61 0.01
H 4.42 1.92 -3.93 0.03
H 3.56 0.52 -3.31 0.01
H 4.02 1.83 -2.22 0.01
C -2.41 0.42 0.45 0.17
C -1.79 1.68 0.28 0.18
C -1.36 1.78 -1.07 0.19
H -1.67 2.44 1.04 0.00
C -1.72 0.59 -1.73 0.09
C -2.36 -0.26 -0.79 0.24
H -2.77 -1.23 -0.98 0.01
H -2.86 0.05 1.36 0.00
H -0.87 2.63 -1.52 0.01
H -1.55 0.37 -2.77 0.00
C 1.89 -0.93 1.35 0.20
C 1.11 -0.13 2.22 0.14
C 1.22 1.21 1.77 0.17
H 0.56 -0.47 3.08 0.00
C 2.06 1.23 0.63 0.15
C 2.47 -0.09 0.37 0.08
H 3.12 -0.41 -0.42 0.00
H 2.03 -2.00 1.43 0.01
H 0.75 2.07 2.23 0.00
H 2.35 2.11 0.07 0.00
Pt 0.00 0.00 0.00 1.24
C -4.02 -3.83 2.51 0.00
N -2.62 -3.45 2.22 0.00
C -1.66 -4.03 2.95 0.00
C -0.39 -3.79 2.61 0.00
C -0.12 -2.85 1.62 0.00
N -0.99 -1.94 1.05 0.10
C -2.34 -2.49 1.24 0.01
O -3.35 -2.03 0.77 0.00
N 0.80 -3.43 0.68 0.00
H -4.59 -2.93 2.83 0.00
H -4.10 -4.58 3.33 0.00
H -4.50 -4.26 1.61 0.00
H -1.89 -4.78 3.70 0.00
H 0.37 -4.46 2.99 0.00
H 1.36 -4.28 0.90 0.00
H 0.90 -3.04 -0.27 0.00



19
Properties=species:S:1:pos:R:3:mulliken_charge:R:1 method="wB97M-V/def2-TZVPD" homo_energy_ev=-9.25 smiles="C=C(C)C(=C)[C@@H]1CN1" lumo_ev=0.95 orbital_gap_ha=0.3748
C -1.46 -0.62 1.33 -0.86
C -1.12 -0.12 0.19 0.62
C -2.02 -0.26 -1.01 -1.23
C 0.06 0.59 0.04 -0.19
C 0.18 1.88 0.18 -0.99
C 1.34 0.06 -0.58 0.02
C 2.00 -1.21 -0.15 -0.39
N 2.56 0.10 0.29 -0.56
H -2.44 -0.97 1.55 0.36
H -0.60 -0.78 2.04 0.22
H -2.32 -1.31 -1.22 0.34
H -1.46 -0.02 -1.93 0.35
H -2.89 0.43 -0.95 0.31
H 1.08 2.46 -0.01 0.38
H -0.54 2.21 0.84 0.41
H 1.43 0.55 -1.57 0.36
H 1.37 -1.70 0.55 0.22
H 2.60 -1.75 -0.88 0.29
H 2.22 0.48 1.31 0.33



12
Properties=species:S:1:pos:R:3:mulliken_charge:R:1 method="wB97M-V/def2-TZVPD" homo_energy_ev=-8.92 lumo_ev=0.12 orbital_gap_ha=0.3322
C -0.71 -0.89 1.14 0.61
C 0.85 -0.21 0.02 0.52
H -0.27 0.97 -2.41 0.25
H -0.05 2.15 -1.06 0.26
H -0.68 -1.66 2.81 0.36
H 1.72 0.42 -1.51 0.40
N -0.42 1.26 -1.47 -0.80
N -0.32 0.32 -0.52 0.78
N -1.41 -0.22 0.24 -0.81
N 0.66 -0.95 1.06 -0.59
O -1.38 -1.37 2.19 -0.46
O 2.02 0.17 -0.48 -0.52



12
Properties=species:S:1:pos:R:3:mulliken_charge:R:1 method="wB97M-V/def2-TZVPD" homo_energy_ev=-9.52 smiles="C=N.CN" lumo_ev=0.84 orbital_gap_ha=0.3810
C -1.32 -0.17 -4.24 -0.24
N -1.74 1.03 -4.56 -0.48
H -0.77 -0.62 -5.02 0.26
H -1.37 -0.58 -3.24 0.22
H -1.97 1.49 -3.76 0.24
C 0.68 -0.46 2.50 -0.52
N 1.30 0.52 3.63 -0.59
H 1.13 -0.21 1.51 0.25
H -0.36 -0.12 2.41 0.19
H 0.79 -1.54 2.92 0.21
H 2.32 0.76 3.36 0.22
H 1.31 -0.11 4.47 0.23



76
Properties=species:S:1:pos:R:3:mulliken_charge:R:1 method="wB97M-V/def2-TZVPD" charge=+2 homo_energy_ev="-11.50 / -11.50" lumo_ev="-6.22 / -6.23" orbital_gap_ha="0.1939 / 0.1937"
W 0.60 -0.10 -0.11 -0.92
N -4.04 -0.99 0.62 -0.08
C -4.14 -0.06 1.63 0.80
C -5.24 0.48 2.27 -1.23
C -4.99 1.36 3.31 -0.54
C -3.68 1.64 3.71 -0.84
C -2.58 1.11 3.06 -0.29
C -2.80 0.27 1.97 -0.19
N -1.93 -0.42 1.14 1.22
C -2.71 -1.20 0.39 0.36
C -2.20 -2.23 -0.46 -1.29
C -2.89 -3.29 -1.01 -0.50
S -1.79 -4.38 -1.75 -0.14
C -0.50 -3.36 -1.29 -0.48
N -0.84 -2.28 -0.64 0.91
H -4.80 -1.49 0.20 0.24
H -6.24 0.21 1.98 0.46
H -5.81 1.81 3.85 0.42
H -3.52 2.29 4.55 0.49
H -1.59 1.31 3.43 0.29
H -3.93 -3.51 -0.98 0.44
H 0.52 -3.65 -1.48 0.23
Br 0.38 -4.65 3.23 -0.14
C 1.17 -2.98 2.90 -0.34
C 2.38 -2.60 3.50 -0.40
C 2.84 -1.32 3.21 -1.17
C 2.17 -0.51 2.33 -0.73
N 1.02 -0.91 1.65 1.54
C 0.52 -2.14 2.04 0.23
H 2.90 -3.28 4.15 0.52
H 3.73 -0.95 3.68 0.59
H 2.55 0.49 2.12 0.99
H -0.44 -2.42 1.63 0.07
O 3.36 -1.50 0.38 -0.43
S 2.85 -2.37 -0.66 1.06
O 2.39 -3.65 -0.23 -0.68
N 1.53 -1.49 -1.19 0.99
C 1.77 -1.08 -2.48 -0.05
O 0.85 -0.22 -2.92 -0.26
C 2.99 -1.48 -3.05 0.05
C 3.56 -1.14 -4.30 -0.41
C 4.80 -1.63 -4.62 -0.74
C 5.51 -2.47 -3.75 -0.62
C 4.98 -2.81 -2.51 -0.87
C 3.75 -2.30 -2.17 0.43
H 3.02 -0.49 -4.97 0.47
H 5.24 -1.36 -5.56 0.44
H 6.48 -2.84 -4.03 0.46
H 5.52 -3.43 -1.82 0.55
N -2.01 3.81 -1.31 -0.10
C -2.47 2.48 -1.77 -0.99
P -0.93 1.45 -2.20 1.55
O 0.23 2.33 -1.94 -0.91
O -1.03 0.24 -1.28 -0.55
C -1.07 1.19 -4.06 -0.97
N 0.27 1.40 -4.61 -0.27
H -2.79 4.47 -1.20 0.43
H -1.31 4.20 -1.94 0.37
H -1.50 3.70 -0.36 -0.22
H -3.13 2.58 -2.62 0.50
H -3.01 1.99 -0.95 0.23
H -1.79 1.90 -4.47 0.62
H -1.40 0.18 -4.29 0.36
H 0.67 2.30 -4.30 0.31
H 0.33 1.32 -5.62 0.37
H 0.87 0.55 -3.99 0.30
Te 0.01 2.26 0.93 0.50
C 0.29 2.84 3.01 0.13
C 0.09 4.07 3.56 -0.43
C 0.54 4.16 4.89 -0.61
C 1.08 3.00 5.35 -0.63
S 1.03 1.77 4.15 0.06
H -0.35 4.88 3.01 0.39
H 0.46 5.04 5.49 0.44
H 1.51 2.78 6.30 0.45
Br 2.69 1.14 -0.75 -0.25



31
Properties=species:S:1:pos:R:3:lowdin_spin:R:1 method="wB97M-V/def2-TZVPD" s_squared=2.01 spin_multiplicity=3 homo_energy_ev="-5.12 / -8.59" lumo_ev="0.85 / -1.59" orbital_gap_ha="0.2193 / 0.2571"
C -1.60 0.64 0.82 0.74
C 1.33 -1.14 0.21 0.37
C 2.78 1.39 -1.57 0.01
C 0.86 -1.66 3.17 0.01
C -4.31 -1.03 -0.06 0.01
C -1.36 0.23 -3.14 0.01
C 3.08 0.27 -0.59 0.03
C 0.04 -0.49 2.67 0.02
O 1.65 -2.21 -0.19 0.17
O 1.88 0.03 0.18 0.06
O -3.18 -0.74 -0.83 0.01
O -1.19 0.35 -1.75 0.04
P -2.46 0.78 -0.77 0.09
S -0.59 -0.78 0.97 0.37
H -1.13 1.56 1.17 0.04
H 2.47 2.29 -1.03 0.00
H 3.66 1.62 -2.17 0.00
H 1.96 1.10 -2.23 0.00
H 1.77 -1.78 2.58 0.00
H 1.15 -1.51 4.21 0.00
H 0.29 -2.58 3.10 0.00
H -5.19 -0.50 -0.42 0.00
H -4.15 -0.78 1.00 0.01
H -4.48 -2.11 -0.15 0.00
H -0.45 -0.23 -3.53 0.00
H -1.50 1.21 -3.61 0.00
H -2.21 -0.41 -3.39 0.00
H 3.86 0.57 0.11 0.00
H 3.36 -0.65 -1.10 0.00
H 0.62 0.43 2.66 0.00
H -0.85 -0.35 3.28 0.00



20
Properties=species:S:1:pos:R:3:mulliken_charge:R:1 method="wB97M-V/def2-TZVPD" homo_energy_ev=-9.59 smiles=CO[C@H](C)C(C)(O)O lumo_ev=0.76 orbital_gap_ha=0.3801
C 1.84 -0.16 1.16 -0.61
O 1.19 0.92 0.54 -0.43
C -0.32 0.81 0.28 0.35
C -1.08 0.59 1.58 -1.54
C -0.46 -0.25 -0.81 0.83
C 0.35 0.00 -2.07 -1.51
O -0.32 -1.56 -0.34 -0.51
O -1.92 -0.05 -1.18 -0.60
H 2.01 -0.99 0.46 0.22
H 1.31 -0.54 2.04 0.26
H 2.83 0.18 1.49 0.29
H -0.57 1.79 -0.13 0.28
H -2.14 0.80 1.44 0.44
H -0.68 1.24 2.36 0.41
H -0.99 -0.44 1.94 0.30
H 0.28 1.04 -2.38 0.35
H 1.40 -0.26 -1.93 0.32
H -0.05 -0.61 -2.89 0.45
H -0.25 -2.13 -1.12 0.36
H -2.44 -0.40 -0.43 0.33



62
Properties=species:S:1:pos:R:3:lowdin_spin:R:1 method="wB97M-V/def2-TZVPD" s_squared=15.78 spin_multiplicity=8 homo_energy_ev="-3.99 / -6.20" lumo_ev="-0.34 / -0.63" orbital_gap_ha="0.1344 / 0.2046"
P 0.19 -1.56 -5.01 0.35
P 0.40 2.02 -4.00 0.28
C 0.40 -0.07 -6.08 0.15
C 1.21 1.08 -5.43 0.06
H -0.58 0.28 -6.51 0.01
H 0.99 -0.46 -6.95 0.03
H 2.21 0.74 -5.12 0.02
H 1.37 1.87 -6.18 0.01
C -0.43 3.36 -4.97 0.00
H -0.72 4.15 -4.26 0.00
H -1.33 2.97 -5.48 0.00
H 0.28 3.78 -5.71 0.00
C 1.64 3.13 -3.29 0.12
H 1.57 4.14 -3.73 0.01
H 2.70 2.80 -3.50 0.01
H 1.44 3.27 -2.19 0.00
C -0.83 -2.66 -6.06 0.04
H -0.93 -3.66 -5.61 0.00
H -0.31 -2.76 -7.03 0.00
H -1.83 -2.23 -6.22 0.01
C 1.84 -2.28 -5.25 0.08
H 2.59 -1.48 -5.24 0.01
H 1.83 -2.75 -6.25 0.02
H 2.08 -3.04 -4.48 0.00
Eu 2.68 1.23 -1.68 3.10
C -1.63 1.13 -3.44 0.47
C -2.21 0.42 -4.48 0.65
C -3.50 -0.30 -4.17 0.13
C -3.34 -1.61 -3.35 0.12
C -2.10 -2.32 -3.59 0.61
C -0.72 -1.94 -3.35 0.25
C -0.22 -0.71 -2.48 0.10
C -1.23 0.39 -2.13 0.05
C 2.87 -0.59 0.08 0.00
H -2.09 2.12 -3.26 0.05
H -2.13 0.78 -5.51 0.04
H -4.18 -0.46 -5.04 0.01
H -4.06 0.42 -3.55 0.03
H -3.45 -1.41 -2.26 0.04
H -4.17 -2.30 -3.64 0.00
H -2.19 -3.37 -3.82 0.03
H -0.12 -2.79 -2.93 0.03
H 0.59 -0.18 -3.05 0.06
H 0.30 -1.08 -1.57 0.00
H -2.11 -0.04 -1.60 0.01
H -0.77 1.09 -1.40 0.01
H 3.83 -0.52 0.64 0.00
H 2.90 -1.46 -0.59 0.00
H 1.98 -0.59 0.75 0.00
C 1.31 2.11 0.21 0.00
C 1.14 2.04 1.47 0.00
C 0.83 1.91 2.87 0.00
C 0.19 0.73 3.35 0.00
C -0.29 0.66 4.67 0.00
C -0.09 1.73 5.58 0.00
C 0.64 2.85 5.13 0.00
C 1.12 2.93 3.81 0.00
H 0.02 -0.09 2.66 0.00
H -0.83 -0.24 5.00 0.00
H -0.51 1.70 6.59 0.00
H 0.85 3.67 5.82 0.00
H 1.68 3.79 3.45 0.00



15
Properties=species:S:1:pos:R:3:mulliken_charge:R:1 method="wB97M-V/def2-TZVPD" homo_energy_ev="-9.23 / -8.91" lumo_ev="-1.20 / -1.38" orbital_gap_ha="0.2950 / 0.2765"
C 1.88 0.45 0.23 -0.88
N -1.76 0.88 -1.42 -0.69
N -0.53 -1.22 0.00 -0.58
N 0.71 0.98 -0.44 -0.30
F -4.32 -0.91 -0.46 -0.23
F -1.20 0.81 1.33 -0.35
P -3.89 0.46 0.28 0.34
P -0.86 0.36 -0.27 0.87
H 1.81 -0.61 0.01 0.36
H 2.71 1.12 0.14 0.34
H 1.61 0.52 1.32 0.25
H -0.18 -1.69 0.87 0.26
H -1.32 -1.85 -0.10 0.28
H 0.91 1.32 -1.41 0.27
H -5.08 1.11 -0.26 0.06



16
Properties=species:S:1:pos:R:3:mulliken_charge:R:1 method="wB97M-V/def2-TZVPD" homo_energy_ev=-8.63 smiles="CC=C=CCC" lumo_ev=0.79 orbital_gap_ha=0.3461
C 2.41 -0.15 0.71 -1.07
C 1.42 -0.10 -0.38 0.00
C 0.47 -0.86 -0.87 -0.40
C -0.60 -0.40 -1.46 -0.19
C -1.68 0.22 -0.62 -0.24
C -1.59 -0.02 0.89 -1.16
H 2.67 -1.14 1.07 0.32
H 3.29 0.41 0.40 0.32
H 1.93 0.42 1.53 0.21
H 1.27 0.91 -0.76 0.26
H -0.58 -0.21 -2.53 0.39
H -1.67 1.31 -0.82 0.26
H -2.64 -0.15 -1.00 0.35
H -1.37 -1.07 1.11 0.33
H -2.53 0.26 1.37 0.38
H -0.79 0.57 1.37 0.24



15
Properties=species:S:1:pos:R:3:mulliken_charge:R:1 method="wB97M-V/def2-TZVPD" charge=+1 homo_energy_ev=-13.71 smiles=N[C@H]([NH3+])[C@H](N)Cl lumo_ev=-3.41 orbital_gap_ha=0.3785
N 1.56 0.82 0.05 -0.49
C 0.19 0.49 0.04 -0.46
N -0.37 0.36 1.34 -0.16
C -0.61 -0.99 -0.81 -0.25
N -1.82 -1.03 -0.18 -0.52
Cl 0.47 -2.35 -0.15 -0.17
H 1.92 0.90 -0.89 0.28
H 1.89 0.12 0.65 0.27
H -0.37 1.19 -0.62 0.38
H 0.29 0.04 2.02 0.36
H -0.83 1.27 1.71 0.36
H -1.02 -0.43 1.12 0.42
H -0.46 -1.03 -1.89 0.49
H -2.47 -0.34 -0.60 0.25
H -2.25 -1.89 -0.30 0.24



Calculated energy relative to the best compared isomer or geometry (same formula, charge and spin) in order - 0.123, 1.465, 4.325, 1.228, 2.027, 1.926, 1.083, 1.433, 7.525, 3.762, 3.010, 1.304 eV